Entry 1:
The following is a quantum chemistry calculation of a cluster of 7 separate species, C24H66N4O11 in total, from the OMol25 dataset.

```
105
Properties=species:S:1:pos:R:3:forces:R:3:mulliken_charge:R:1
C 3.1876 -7.3875 -3.9520 0.3 0.5 0.8 -0.736
O 4.0812 -6.5675 -3.1988 0.6 0.4 -0.1 -0.315
C 3.4669 -5.5527 -2.3774 0.5 -1.0 -0.5 -0.645
C 4.4342 -5.0455 -1.3042 -1.2 -1.1 -0.4 -0.503
N 4.6816 -6.1111 -0.3597 1.0 0.5 2.1 -0.313
C 5.5033 -5.5717 0.7672 -0.2 -1.8 1.4 -0.736
C 5.6146 -6.5938 1.9990 1.8 -0.5 -2.4 -0.560
O 6.0921 -7.9212 1.6035 -1.3 -0.7 -0.9 -0.364
C 7.3187 -8.0199 0.8878 0.1 1.0 0.9 -0.641
H 2.6027 -6.7604 -4.6249 -0.3 -0.2 -0.1 0.284
H 2.5767 -7.9642 -3.2576 -0.5 0.1 0.0 0.325
H 3.7413 -8.1380 -4.5161 0.3 0.4 -0.1 0.241
H 2.6194 -6.0642 -1.9211 -0.2 0.4 0.5 0.333
H 3.1083 -4.6994 -2.9532 0.0 0.0 -0.4 0.404
H 3.8314 -4.3122 -0.7684 0.3 0.4 0.0 0.362
H 5.3606 -4.6220 -1.6920 -0.1 0.3 -0.3 0.356
H 5.3149 -6.8087 -0.7234 -0.4 -0.3 -0.7 0.227
H 5.0871 -4.6860 1.2474 -0.2 0.3 -0.5 0.430
H 6.5134 -5.3704 0.4103 0.2 0.4 0.1 0.394
H 4.6403 -6.6779 2.4804 0.3 -0.4 0.0 0.299
H 6.4518 -6.3490 2.6526 -0.5 1.2 0.5 0.385
H 7.3675 -7.5277 -0.0835 -0.5 0.3 -0.2 0.238
H 7.6536 -9.0410 0.7058 -0.7 -0.2 0.4 0.242
H 8.0781 -7.5480 1.5113 0.5 0.1 0.0 0.295
C 0.9352 4.5547 -10.5653 -0.6 -0.7 -0.8 -0.755
O -0.3769 4.1123 -10.3777 -1.7 -0.3 1.1 -0.288
C -1.3469 5.1753 -10.1544 1.1 -0.6 -1.2 -0.514
C -2.7012 4.7126 -9.6688 -0.3 0.6 -0.6 -0.741
N -2.6950 4.2003 -8.3467 -0.2 -0.6 1.0 -0.297
C -2.1409 2.8821 -8.2957 1.1 -1.0 1.9 -0.516
C -2.1135 2.3468 -6.8124 -0.4 -1.1 -2.6 -0.496
O -1.6153 0.9926 -6.9756 0.1 0.6 0.7 -0.280
C -1.5906 0.3299 -5.7270 -0.9 0.8 0.5 -0.731
H 1.3450 4.9522 -9.6367 0.3 0.5 -0.3 0.299
H 0.9040 5.1850 -11.4540 0.6 0.8 0.3 0.317
H 1.4764 3.6653 -10.8880 0.3 0.0 0.3 0.246
H -1.4189 5.6043 -11.1538 -0.3 0.8 0.1 0.426
H -0.9429 5.8860 -9.4334 0.2 0.3 0.0 0.359
H -3.1580 4.0216 -10.3773 0.0 -0.2 0.1 0.351
H -3.3860 5.5543 -9.5653 0.2 0.5 -0.9 0.342
H -2.0381 4.7694 -7.8322 -0.2 0.4 0.4 0.224
H -1.1175 2.9134 -8.6694 0.0 -0.6 -0.1 0.283
H -2.7201 2.1675 -8.8806 -0.1 0.1 0.0 0.248
H -3.1558 2.3176 -6.4950 -0.1 0.0 0.4 0.370
H -1.5280 2.9457 -6.1149 0.3 0.0 0.0 0.299
H -0.9649 0.8625 -5.0108 0.8 -0.3 -0.1 0.285
H -1.3928 -0.7406 -5.7813 0.3 0.3 -0.4 0.258
H -2.5613 0.4606 -5.2486 -0.5 -0.4 0.0 0.310
C -0.0480 5.5169 -2.0861 -1.0 1.3 -0.8 -0.628
O -0.8092 6.7632 -2.0935 0.1 -0.7 -0.2 -0.340
C -2.1234 6.6358 -1.5306 0.3 -0.2 0.4 -0.696
C -3.0024 7.8573 -1.7981 1.4 -0.3 0.2 -0.599
N -3.5112 7.7446 -3.1205 -1.1 -0.5 -0.6 -0.250
C -4.4202 8.8353 -3.5105 0.9 -1.2 -0.6 -0.755
C -5.1844 8.4610 -4.8265 0.2 2.1 2.1 -0.409
O -6.1419 9.5514 -5.0014 2.3 -1.2 0.5 -0.294
C -6.6632 9.4034 -6.2698 -1.6 -0.1 0.1 -0.719
H -0.5397 4.7508 -2.6856 -0.4 -0.1 0.0 0.237
H 0.0899 5.1057 -1.0861 0.3 0.3 0.1 0.279
H 0.8494 5.7760 -2.6481 0.3 -0.2 0.6 0.261
H -1.9678 6.4943 -0.4611 -0.4 -0.2 0.2 0.402
H -2.6256 5.7932 -2.0059 -0.1 -0.4 0.3 0.352
H -2.3186 8.7023 -1.7172 0.0 0.6 0.4 0.311
H -3.8118 7.9667 -1.0763 0.1 -0.2 0.1 0.472
H -2.6959 7.6445 -3.7083 -0.2 0.2 -0.6 0.223
H -3.7937 9.7233 -3.5953 -0.5 0.6 -0.5 0.294
H -5.0961 9.0041 -2.6723 -0.3 -0.1 -0.2 0.337
H -5.6823 7.4950 -4.7425 -0.2 0.0 0.1 0.373
H -4.4891 8.4236 -5.6652 0.1 0.1 -0.2 0.301
H -7.1865 8.4478 -6.2359 -0.5 -0.1 -0.7 0.313
H -5.9407 9.3488 -7.0842 0.2 0.4 0.0 0.285
H -7.3718 10.2279 -6.3475 0.0 -0.1 -0.7 0.251
C -0.8088 -2.1582 8.2891 -0.1 0.0 -0.3 -0.812
O -0.4821 -2.7098 9.5520 -0.6 0.9 -0.3 -0.322
C -1.4467 -3.6607 9.9623 1.0 -0.3 0.8 -0.515
C -0.7906 -4.4131 11.0999 0.4 -0.6 0.2 -0.666
N -0.3126 -3.5226 12.1844 -0.2 -1.0 0.4 -0.387
C 0.6142 -4.2533 13.1097 -1.6 0.7 -0.2 -0.785
C -0.0737 -5.2867 14.0386 0.4 0.2 -0.2 -0.340
O -0.6468 -4.7696 15.2510 0.4 -0.8 0.0 -0.339
C -0.7959 -5.8343 16.2146 -0.4 0.9 0.0 -0.737
H -0.4104 -2.8004 7.5036 0.1 0.0 -0.2 0.297
H -0.4336 -1.1438 8.1537 0.4 -0.1 0.3 0.255
H -1.8811 -2.0774 8.1109 -0.2 -0.1 0.3 0.333
H -1.6700 -4.2988 9.1073 -0.2 -0.4 0.1 0.414
H -2.3670 -3.2619 10.3890 -0.2 0.7 -0.4 0.290
H 0.0008 -5.0557 10.7143 0.7 0.2 -0.3 0.380
H -1.4753 -5.1929 11.4332 -0.5 0.4 0.6 0.346
H 0.2582 -2.7990 11.7712 -0.2 0.2 -0.3 0.256
H 1.1371 -3.5348 13.7410 -0.2 0.2 0.1 0.410
H 1.3722 -4.6828 12.4547 0.2 -0.8 0.3 0.450
H 0.7465 -5.9695 14.2603 0.0 -0.4 0.4 0.313
H -0.8684 -5.8557 13.5561 0.1 -0.1 -0.4 0.278
H 0.1819 -6.2129 16.5124 0.0 -0.1 0.1 0.311
H -1.4603 -6.6534 15.9394 0.2 -0.2 -0.9 0.295
H -1.3507 -5.4591 17.0745 0.5 0.6 0.1 0.275
O 4.2691 0.9512 2.2793 -0.2 -0.3 0.0 -0.642
H 4.0947 1.6925 2.8591 0.0 0.2 0.2 0.321
H 4.6982 1.3389 1.5165 0.1 0.1 -0.2 0.324
O 0.7114 -0.5483 0.9741 -0.2 -0.2 -0.1 -0.636
H 0.3116 0.2585 1.2989 -0.1 0.2 0.1 0.309
H 1.6468 -0.4383 1.1450 0.3 0.0 0.1 0.334
O -1.4758 -3.9729 0.6881 -0.2 -0.1 -0.1 -0.642
H -0.9238 -3.1925 0.7385 0.2 0.3 0.0 0.321
H -0.9083 -4.6874 0.9775 0.1 -0.2 0.1 0.312
```
Forces are in eV/Å.

Summary:
- Lowest unoccupied orbital energy: 0.13 eV
- Max |F|: 3.068 eV/A
- Energy relative to the best compared isomer or geometry (same formula, charge and spin): 478.1 kJ/mol
- Structure (SMILES): COCCNCCOC.COCCNCCOC.COCCNCCOC.COCCNCCOC.O.O.O
- Kohn-Sham gap: 8.88 eV
- Charge: 0

=====

Entry 2:
The following is a quantum chemistry calculation of a cluster of 6 separate species, C24H66N6O6 in total, from the OMol25 dataset.

```
102
Properties=species:S:1:pos:R:3:forces:R:3:mulliken_charge:R:1
C 3.4656 -4.7490 0.8832 -0.7 -1.5 0.8 -1.531
C 3.6686 -3.2690 0.9322 1.3 -0.1 -1.6 0.783
C 5.1066 -2.8750 0.5772 0.2 0.7 0.8 -1.014
O 5.1266 -1.4430 0.6932 1.3 0.1 0.5 -0.234
C 6.4286 -0.9760 0.3532 -0.8 1.2 1.7 -1.027
N 2.9006 -2.5780 -0.0738 -1.3 -0.1 -0.4 -0.523
H 2.4576 -5.0490 1.2262 0.2 0.3 -0.2 0.227
H 4.1286 -5.3510 1.5082 0.3 0.4 0.3 0.432
H 3.5876 -5.1930 -0.0988 0.0 0.4 -0.5 0.355
H 3.3546 -2.7760 1.8222 0.5 -0.3 1.7 0.418
H 5.3636 -3.0450 -0.4798 -0.3 -0.8 0.2 0.366
H 5.8946 -3.2750 1.2482 -0.4 -0.1 -0.3 0.471
H 6.5696 -1.0520 -0.6708 0.4 -0.4 -2.2 0.456
H 7.2246 -1.4910 0.8762 0.1 -0.3 0.3 0.398
H 6.5146 0.0980 0.5822 -0.3 -0.4 0.2 0.218
H 3.4616 -1.7530 -0.1918 -0.5 0.7 -0.4 0.286
H 2.0156 -2.2870 0.4042 0.6 -0.2 -1.0 0.201
C -0.7654 3.4220 -0.4628 -1.1 0.2 1.4 -2.239
C -0.1504 2.4850 -1.4938 -0.4 0.0 2.6 2.628
C -0.8484 1.1110 -1.6748 0.9 0.6 -0.1 0.632
O -0.0474 0.4280 -2.5838 1.9 -2.3 -0.9 -0.516
C 0.4326 -0.9140 -2.2488 -1.0 0.6 0.6 -0.427
N -0.2424 3.2380 -2.6848 0.5 3.1 -1.7 -0.850
H -0.4724 4.4620 -0.4778 1.2 0.3 -0.7 0.544
H -0.6394 3.2150 0.5862 0.0 -0.8 0.7 0.440
H -1.8164 3.6040 -0.6238 -0.7 -0.7 -0.2 0.409
H 0.8866 2.3320 -1.0898 -0.7 -0.3 -1.3 -1.335
H -1.8464 1.0930 -2.0958 -0.4 0.8 0.1 0.259
H -0.9004 0.5740 -0.7578 -0.1 -0.4 1.1 -1.074
H -0.4534 -1.5770 -2.0458 0.8 0.5 -0.6 -0.107
H 1.0716 -1.0060 -1.3548 -0.2 0.8 -0.1 0.251
H 1.1216 -1.2940 -3.0048 -0.7 0.2 -0.5 0.459
H -1.1274 3.7730 -2.5708 0.1 -1.0 -0.7 0.357
H 0.3446 4.1020 -2.5238 0.0 -1.4 -0.6 0.399
C -4.2974 3.7930 0.6912 0.7 -0.3 1.7 -1.653
C -4.0314 2.3370 0.3242 -1.8 0.7 0.1 1.961
C -5.0984 1.4160 0.8722 -0.8 1.3 0.9 -1.586
O -4.8384 0.1050 0.5032 0.0 -0.1 0.0 -0.511
C -5.9164 -0.7480 0.7512 -0.3 0.1 -0.3 -1.099
N -4.1544 2.2680 -1.0988 0.2 -1.2 -1.4 -0.544
H -5.2494 4.1330 0.3062 -0.2 0.1 -0.1 0.374
H -3.5074 4.4630 0.3742 0.1 -0.1 -0.6 0.413
H -4.2684 3.9200 1.7852 -0.4 -0.1 -0.2 0.358
H -3.1214 1.9550 0.7252 1.2 0.0 -0.1 -0.744
H -6.1054 1.7400 0.5162 0.4 -0.2 0.1 0.397
H -5.0994 1.5240 1.9492 -0.2 -0.3 0.7 0.469
H -6.7124 -0.5150 0.0712 -0.7 0.2 -0.4 0.374
H -6.2924 -0.6720 1.7522 -0.1 0.2 0.8 0.357
H -5.6474 -1.7650 0.5692 0.5 -0.7 -0.1 0.333
H -5.0894 2.6170 -1.2708 -0.1 0.6 -0.4 0.442
H -4.3294 1.2710 -1.2748 0.7 0.2 -0.6 0.204
C 2.6356 3.8200 0.5692 0.5 -1.4 -0.7 -1.419
C 3.7256 3.9980 -0.4878 -0.6 2.5 0.8 0.816
C 3.6726 3.1420 -1.7358 -0.6 -0.2 -0.8 -1.057
O 3.1576 1.8620 -1.4588 -0.7 0.1 -0.8 -0.185
C 4.0516 0.8900 -1.0128 -1.5 -0.9 0.1 -0.554
N 3.5996 5.4110 -0.8538 1.8 1.1 -2.5 -0.780
H 1.6376 3.8250 0.1902 -0.5 -0.2 -0.7 0.567
H 2.5906 4.5440 1.3522 0.7 0.7 0.5 0.660
H 2.8416 2.8630 1.0012 -0.4 -0.7 0.6 -0.005
H 4.6936 3.8760 -0.0188 0.3 -0.5 0.4 0.298
H 4.6926 3.1160 -2.1478 0.0 -0.3 0.0 0.505
H 3.0326 3.5290 -2.5778 0.4 0.1 1.2 0.257
H 4.8786 0.8420 -1.6858 1.2 0.0 -0.2 0.582
H 3.5276 -0.1170 -1.1178 0.6 1.4 0.5 -0.187
H 4.2886 1.1540 0.0212 0.6 -0.7 0.1 0.263
H 4.4696 5.8540 -1.2578 -1.2 -1.1 0.3 0.236
H 3.4016 6.0230 -0.1068 -0.5 0.3 1.3 0.194
C -3.2994 -2.6490 -2.5358 -0.9 -1.6 -1.9 -1.781
C -3.0824 -2.7590 -1.0888 -0.1 0.2 1.0 0.694
C -1.8674 -3.6720 -0.7868 0.0 1.6 0.9 -0.615
O -1.7264 -3.6970 0.6432 -0.2 -0.5 -0.2 -0.263
C -0.7474 -4.5800 1.1602 -0.2 -0.6 -0.1 -1.102
N -2.8544 -1.4070 -0.6348 1.5 0.2 3.6 0.859
H -4.1034 -1.9840 -2.8098 -0.3 0.4 0.2 0.380
H -3.5854 -3.6220 -2.9738 0.2 0.2 0.0 0.461
H -2.4204 -2.2820 -3.0568 0.3 0.0 0.1 0.219
H -3.9384 -3.1170 -0.4588 0.3 -0.7 -1.0 0.372
H -0.9214 -3.3290 -1.2528 -0.4 0.1 0.2 0.069
H -2.0814 -4.6110 -1.2098 -0.3 -1.6 -0.3 0.665
H -0.5224 -4.3870 2.2032 -0.2 0.7 0.2 0.290
H 0.1826 -4.4810 0.6202 0.4 -0.1 -0.3 0.414
H -1.0764 -5.6290 1.1972 -0.1 0.1 -0.6 0.333
H -2.3784 -1.6670 0.3002 -0.6 1.4 -1.6 -0.323
H -3.7044 -0.9150 -0.2668 1.1 -0.9 -1.1 0.103
C 1.4086 0.5470 1.5652 -2.2 0.3 -0.2 -1.146
C 0.5396 -0.6660 1.9452 -1.2 1.8 -1.8 -0.272
C -0.9394 -0.2870 2.1322 -0.3 2.1 1.5 0.025
O -1.7654 -1.4340 2.1132 1.7 -0.2 1.0 -0.593
C -3.0384 -1.2710 2.6042 -1.7 0.1 -0.8 -0.599
N 0.4376 -1.6490 0.9022 -1.2 -2.2 1.2 0.043
H 1.3806 1.2940 2.3712 0.3 -0.2 -0.2 0.417
H 0.8626 0.9790 0.7082 0.4 0.2 0.2 0.095
H 2.3956 0.3360 1.2052 0.6 -0.4 0.2 0.281
H 0.8656 -1.0930 2.8362 0.8 -1.1 1.5 0.859
H -1.2754 0.4570 1.3732 0.2 -0.5 0.1 -0.638
H -1.0864 0.2090 3.1022 0.0 0.1 0.1 0.864
H -3.3944 -0.3180 2.2492 -0.6 0.4 -0.3 -0.053
H -3.2854 -1.2620 3.6622 1.0 -0.4 0.6 0.320
H -3.6124 -2.0810 2.1302 -0.1 0.3 0.3 0.259
H 0.0896 -1.2660 0.0312 -0.1 0.3 0.2 -0.737
H -0.4114 -2.1640 1.3142 1.8 -0.1 -1.7 0.255
```
Forces are in eV/Å.

Summary:
- Lowest unoccupied orbital energy: 0.56 eV
- Max |F|: 3.909 eV/A
- Energy relative to the best compared isomer or geometry (same formula, charge and spin): 477.4 kJ/mol
- Structure (SMILES): COC[C@H](C)N.COC[C@H](C)N.COC[C@H](C)N.COC[C@H](C)N.COC[C@H](C)N.COC[C@H](C)N
- Kohn-Sham gap: 8.84 eV
- Charge: 0